Below is one molecule with the formula C3H4N2O3 in a non-equilibrium geometry, with properties calculated with the ωB97M-V functional and the def2-TZVPD basis.

Properties
highest occupied orbital energy: -8.52 eV
lowest unoccupied orbital energy: 0.45 eV
frontier orbital gap: 8.972 eV
DFT total energy: -12292.745 eV
F_max: 2.3 eV Å⁻¹
SMILES: O/N=c1/ccon1O

ORCA input file:
```
! RIJCOSX wB97M-V def2-TZVPD def2/J DEFGRID3
* xyz 0 1
O -2.673 -0.082 -0.083
N -1.629 -0.928 0.015
C -0.419 -0.486 -0.063
C 0.752 -1.375 0.139
C 1.827 -0.613 0.031
O 1.548 0.683 -0.247
N 0.136 0.837 -0.455
O -0.252 1.760 0.460
H -2.456 0.846 -0.320
H 0.644 -2.431 0.304
H 2.872 -0.789 0.287
H -0.351 2.577 -0.068
*
```

---

Below is C31H38CaCl5FN6O4S4Si2 as an isolated structure in a non-equilibrium geometry, with properties calculated with the ωB97M-V functional and the def2-TZVPD basis.

Properties
highest occupied orbital energy: -0.39 eV
lowest unoccupied orbital energy: 3.76 eV
frontier orbital gap: 4.153 eV
DFT total energy: -192762.738 eV
F_max: 1.1 eV Å⁻¹

ORCA input file:
```
! RIJCOSX wB97M-V def2-TZVPD def2/J DEFGRID3
* xyz -2 1
Ca -0.120 0.300 0.956
C -2.165 2.346 -2.440
C -1.422 1.592 -3.531
S -0.295 0.259 -2.971
C 1.107 0.712 -4.105
C 1.821 2.036 -3.829
S 2.076 2.439 -2.063
C 1.404 4.115 -2.050
C -0.096 4.257 -2.233
S -1.131 3.149 -1.194
H -2.760 1.640 -1.853
H -2.813 3.095 -2.905
H -0.811 2.275 -4.119
H -2.168 1.135 -4.185
H 0.723 0.689 -5.129
H 1.805 -0.110 -3.971
H 1.266 2.869 -4.261
H 2.816 2.000 -4.278
H 1.922 4.720 -2.800
H 1.689 4.477 -1.064
H -0.397 4.095 -3.267
H -0.368 5.276 -1.948
C -3.483 2.052 1.815
Si -2.710 0.280 1.925
C -2.639 0.086 3.857
C -4.235 -0.802 1.414
C -5.229 -1.027 2.370
C -6.371 -1.772 2.103
C -6.532 -2.330 0.845
C -5.553 -2.120 -0.117
C -4.403 -1.364 0.134
Si -3.079 -1.150 -1.242
C -4.013 -1.623 -2.888
C -2.051 -2.752 -0.894
H -4.458 2.117 2.310
H -3.616 2.358 0.774
H -2.818 2.781 2.288
H -3.512 0.494 4.381
H -1.763 0.622 4.232
H -2.532 -0.961 4.157
H -5.112 -0.602 3.362
H -7.125 -1.919 2.871
H -7.408 -2.932 0.618
H -5.685 -2.579 -1.093
H -4.362 -2.664 -2.905
H -3.346 -1.496 -3.744
H -4.883 -0.977 -3.048
H -2.594 -3.663 -1.173
H -1.816 -2.818 0.173
H -1.114 -2.742 -1.459
C -0.048 -5.230 3.304
C 1.285 -4.585 3.343
N 2.338 -5.018 3.962
N 3.298 -4.090 3.679
C 2.871 -3.104 2.850
S 3.759 -1.832 2.278
N 1.551 -3.433 2.653
N 0.601 -2.784 1.863
H -0.065 -6.078 3.983
H -0.244 -5.571 2.286
H -0.819 -4.511 3.582
H 4.259 -4.249 3.919
H 1.047 -2.066 1.272
H 0.205 -3.475 1.230
Cl 0.667 4.134 1.369
C 1.501 3.138 2.529
C 1.091 1.816 2.655
C 1.690 1.141 3.714
Cl 1.138 -0.468 4.038
C 2.643 1.697 4.562
Cl 3.308 0.802 5.886
C 3.056 3.008 4.349
Cl 4.218 3.742 5.396
C 2.476 3.742 3.319
Cl 2.953 5.388 3.068
F 6.336 -4.067 -0.135
C 5.028 -4.372 -0.132
C 4.155 -3.517 -0.698
N 2.811 -3.787 -0.740
C 1.938 -2.873 -1.475
C 2.069 -1.362 -1.052
O 2.833 -0.725 -1.770
O 1.363 -0.955 -0.074
C 2.298 -4.928 -0.172
O 1.109 -5.213 -0.171
N 3.226 -5.763 0.401
C 4.621 -5.612 0.451
O 5.305 -6.489 0.941
H 4.461 -2.566 -1.110
H 0.913 -3.211 -1.349
H 2.217 -2.927 -2.529
H 2.859 -6.591 0.846
*
```

---

Below is an isolated ion of composition C5H11N2O2 and charge +1 in a non-equilibrium geometry, with properties calculated with the ωB97M-V functional and the def2-TZVPD basis.

Properties
highest occupied orbital energy (spin up / spin down): -13.70 / -13.70 eV
lowest unoccupied orbital energy (spin up / spin down): -5.26 / -5.26 eV
frontier orbital gap (spin up / spin down): 8.439 / 8.443 eV
DFT total energy: -12425.489 eV
F_max: 10.0 eV Å⁻¹
SMILES: C[NH2+]/C(C)=C(\C)[N+](=O)[O-]

ORCA input file:
```
! RIJCOSX wB97M-V def2-TZVPD def2/J DEFGRID3
* xyz 1 1
C -2.224 0.041 -0.780
N -1.310 -0.196 0.458
C -0.021 0.474 0.410
C -0.018 1.905 0.703
C 1.253 -0.391 -0.127
C 1.116 -1.894 -0.121
N 2.447 0.328 -0.287
O 3.400 -0.356 -0.084
O 2.419 1.483 -0.571
H -2.446 1.059 -1.076
H -1.606 -0.465 -1.534
H -3.079 -0.506 -0.647
H -0.993 -1.202 0.428
H -1.752 -0.082 1.360
H 0.812 2.372 0.240
H -0.227 2.137 1.780
H -0.939 2.223 0.138
H 1.963 -2.352 0.164
H 0.409 -2.213 0.670
H 0.796 -2.364 -1.125
*
```

---

Below is C47H46AsCl3F6N6O5S3SiTi as an isolated structure, with properties calculated with the ωB97M-V functional and the def2-TZVPD basis.

Properties
highest occupied orbital energy: -12.78 eV
lowest unoccupied orbital energy: -6.39 eV
frontier orbital gap: 6.393 eV
DFT total energy: -246864.268 eV
F_max: 0.6 eV Å⁻¹

ORCA input file:
```
! RIJCOSX wB97M-V def2-TZVPD def2/J DEFGRID3
* xyz 2 1
Ti 0.762 -0.010 1.086
C 3.453 2.383 -0.656
C 2.295 2.820 0.182
C 2.194 4.119 0.646
C 1.095 4.497 1.405
C 0.075 3.601 1.666
C 0.195 2.332 1.113
N 1.294 1.961 0.439
N -0.670 1.224 1.204
Si -2.366 1.617 1.780
C -2.266 1.760 3.636
C -2.858 3.186 0.891
C -3.610 0.335 1.311
H 3.558 3.051 -1.514
H 3.323 1.370 -1.025
H 4.379 2.442 -0.084
H 2.978 4.828 0.415
H 1.029 5.506 1.791
H -0.778 3.889 2.257
H -1.808 2.686 3.983
H -1.699 0.930 4.063
H -3.275 1.720 4.055
H -2.877 4.063 1.538
H -3.867 3.055 0.494
H -2.203 3.414 0.048
H -3.603 -0.561 1.924
H -3.576 0.040 0.262
H -4.576 0.824 1.476
F 1.178 2.096 4.410
C 1.440 1.073 5.219
F 0.389 0.831 5.982
F 2.497 1.340 5.953
S 1.771 -0.451 4.199
O 0.821 -0.239 3.065
O 1.527 -1.580 5.014
N 3.247 -0.372 3.702
S 3.638 0.525 2.474
O 2.911 0.096 1.255
O 3.677 1.931 2.701
C 5.348 -0.094 2.159
F 5.803 0.533 1.084
F 5.306 -1.401 1.925
F 6.106 0.161 3.199
Cl -1.495 5.811 -1.241
C -1.199 4.422 -2.232
C 0.056 3.834 -2.221
C 0.299 2.748 -3.042
C -0.681 2.252 -3.898
C -0.351 1.127 -4.864
C -0.655 -0.240 -4.247
N 0.168 -0.453 -3.059
C 1.509 -0.761 -3.039
C 1.885 -0.749 -1.737
N 0.783 -0.430 -0.964
C -0.229 -0.253 -1.801
O 1.010 1.098 -5.219
C 1.397 2.051 -6.218
C 1.529 3.442 -5.679
C 2.521 3.838 -4.833
Cl 3.785 2.845 -4.224
S 2.357 5.460 -4.316
C 0.933 5.647 -5.249
C 0.613 4.509 -5.919
C -1.941 2.837 -3.847
Cl -3.230 2.223 -4.839
C -2.216 3.921 -3.025
H 0.838 4.251 -1.602
H 1.288 2.303 -3.069
H -0.976 1.225 -5.757
H -0.441 -1.032 -4.961
H -1.703 -0.296 -3.954
H 2.062 -0.935 -3.945
H 2.847 -0.950 -1.298
H -1.229 0.038 -1.524
H 0.673 2.033 -7.038
H 2.352 1.688 -6.594
H 0.425 6.598 -5.272
H -0.242 4.425 -6.576
H -3.197 4.375 -3.025
C -5.383 -2.910 -0.447
C -4.359 -2.555 -1.316
C -3.072 -2.380 -0.834
C -2.805 -2.544 0.522
C -3.823 -2.924 1.386
C -5.111 -3.105 0.899
As -0.961 -2.355 1.109
C -0.353 -3.933 0.135
C 0.569 -3.883 -0.904
C 0.868 -5.029 -1.631
C 0.251 -6.232 -1.321
C -0.679 -6.284 -0.290
C -0.991 -5.139 0.425
C -0.986 -2.913 2.960
C -1.581 -2.069 3.894
C -1.600 -2.413 5.237
C -1.010 -3.596 5.657
C -0.401 -4.431 4.733
C -0.387 -4.092 3.386
H -6.388 -3.049 -0.822
H -4.565 -2.432 -2.372
H -2.268 -2.154 -1.527
H -3.622 -3.079 2.439
H -5.902 -3.404 1.574
H 1.060 -2.957 -1.158
H 1.580 -4.979 -2.444
H 0.485 -7.124 -1.885
H -1.172 -7.217 -0.050
H -1.741 -5.188 1.205
H -2.032 -1.135 3.580
H -2.073 -1.756 5.955
H -1.021 -3.865 6.704
H 0.060 -5.355 5.059
H 0.075 -4.763 2.672
C 3.185 -4.271 1.944
C 2.420 -3.073 1.659
N 1.810 -2.134 1.421
H 2.733 -5.113 1.418
H 3.174 -4.457 3.018
H 4.212 -4.139 1.608
*
```

---

Below is one molecule with the formula C6H6BrNO in a non-equilibrium geometry, with properties calculated with the ωB97M-V functional and the def2-TZVPD basis.

Properties
highest occupied orbital energy: -10.17 eV
lowest unoccupied orbital energy: -0.35 eV
frontier orbital gap: 9.816 eV
DFT total energy: -79898.291 eV
F_max: 3.3 eV Å⁻¹
SMILES: N#C[C@@H]1CCC(=O)[C@H]1Br

ORCA input file:
```
! RIJCOSX wB97M-V def2-TZVPD def2/J DEFGRID3
* xyz 0 1
N 1.659 -2.603 1.051
C 0.811 -2.071 0.535
C -0.178 -1.240 -0.166
C 0.406 0.163 -0.642
C 0.263 1.126 0.585
C -0.894 0.485 1.428
O -1.430 1.045 2.368
C -1.289 -0.842 0.812
Br -2.952 -0.300 -0.175
H -0.630 -1.835 -1.030
H -0.203 0.670 -1.446
H 1.552 0.072 -0.895
H -0.104 2.237 0.317
H 1.210 1.255 1.224
H -1.584 -1.634 1.539
*
```

---

Below is C3H14N2O as an isolated structure in a non-equilibrium geometry, with properties calculated with the ωB97M-V functional and the def2-TZVPD basis.

Properties
highest occupied orbital energy: -18.42 eV
lowest unoccupied orbital energy: -8.53 eV
frontier orbital gap: 9.893 eV
DFT total energy: -8346.883 eV
F_max: 5.1 eV Å⁻¹

ORCA input file:
```
! RIJCOSX wB97M-V def2-TZVPD def2/J DEFGRID3
* xyz 2 1
C -0.091 0.919 0.130
C 1.012 0.033 0.660
C 0.708 -1.412 0.292
N 1.915 -2.924 0.525
N -1.504 0.498 -0.246
H 0.191 1.550 -0.732
H -0.266 1.731 0.856
H 0.877 0.024 1.767
H 1.936 0.487 0.260
H -0.148 -2.043 0.535
H 1.139 -1.666 -0.698
H 1.488 -3.581 -0.126
H 2.861 -2.640 0.281
H 1.991 -3.490 1.376
H -2.131 0.823 0.503
H -1.655 -0.459 -0.570
H -1.928 1.052 -1.005
H -1.590 3.693 -1.801
H -2.554 4.111 -0.791
O -2.248 3.293 -1.215
*
```

---

Below is a 2-piece molecular cluster, C4H11NO overall in a non-equilibrium geometry, with properties calculated with the ωB97M-V functional and the def2-TZVPD basis.

Properties
highest occupied orbital energy: -10.01 eV
lowest unoccupied orbital energy: 0.86 eV
frontier orbital gap: 10.869 eV
DFT total energy: -7864.218 eV
F_max: 1.7 eV Å⁻¹
SMILES: CC(N)=O.CC

ORCA input file:
```
! RIJCOSX wB97M-V def2-TZVPD def2/J DEFGRID3
* xyz 0 1
C 0.430 -2.565 -0.871
C -0.121 -1.634 0.167
N -1.485 -1.416 0.142
O 0.570 -1.074 0.993
H 1.049 -3.289 -0.341
H 1.090 -2.078 -1.595
H -0.295 -3.085 -1.503
H -1.784 -0.976 0.996
H -2.157 -1.873 -0.430
C -0.019 2.465 0.189
C 0.710 3.662 -0.375
H -0.749 2.119 -0.543
H 0.669 1.708 0.543
H -0.601 2.637 1.094
H 1.350 3.407 -1.223
H 0.045 4.350 -0.917
H 1.299 4.309 0.282
*
```

---

Below is a 2-piece molecular cluster, C3H10NO2 overall in a non-equilibrium geometry, with properties calculated with the ωB97M-V functional and the def2-TZVPD basis.

Properties
highest occupied orbital energy: -2.58 eV
lowest unoccupied orbital energy: 4.28 eV
frontier orbital gap: 6.860 eV
DFT total energy: -8856.697 eV
F_max: 3.2 eV Å⁻¹

ORCA input file:
```
! RIJCOSX wB97M-V def2-TZVPD def2/J DEFGRID3
* xyz -1 1
C -0.962 -1.232 -0.842
N 0.061 -0.727 0.072
C 0.145 0.803 0.210
C 0.817 1.517 -0.972
O 1.318 0.619 -1.808
H -0.703 -2.271 -1.115
H -1.171 -0.655 -1.865
H -1.903 -1.084 -0.279
H 0.973 -0.845 -0.412
H 0.465 0.898 1.309
H -0.841 1.316 0.279
H 1.605 2.238 -0.572
H 0.088 2.125 -1.601
H -0.634 -1.053 2.183
H 0.687 -0.527 2.471
O 0.055 -1.122 2.941
*
```